# C42H77B2F8N14

A 9-piece molecular cluster, C42H77B2F8N14 overall at a distorted geometry (ωB97M-V with the def2-TZVPD basis set, the OMol25 dataset).

Orbital gap: 0.26782 Eh
Multiplicity: 1
Lowest unoccupied orbital energy: -8.646 eV
Net charge: +5
HOMO: -15.93 eV
Energy: -3260.43296 hartree
Energy relative to the best compared isomer or geometry (same formula, charge and spin): 443.4 kJ/mol

XYZ file:
```
143
Properties=species:S:1:pos:R:3:forces:R:3:mulliken_charge:R:1
C -2.591911 3.527000 -3.451542 0.28 -0.32 0.78 -0.97
C -3.682079 3.475884 -2.391786 -0.65 -0.09 0.64 -0.73
N -4.899631 2.670421 -2.695432 -0.51 -2.19 -0.19 0.15
C -6.105412 3.152396 -3.148602 -0.63 -0.93 -0.15 -0.33
C -6.992513 2.103267 -3.189051 0.07 0.21 0.43 -0.40
N -6.375362 0.955666 -2.751204 3.32 1.78 0.16 0.16
C -5.035505 1.281773 -2.511127 -2.32 1.99 -0.57 -0.41
C -7.022625 -0.345418 -2.619383 0.44 -0.86 -0.49 -0.87
H -2.579861 4.483407 -3.974273 -0.15 -0.25 -0.16 0.36
H -2.609482 2.675246 -4.131470 -0.04 0.12 0.00 0.36
H -1.693657 3.462844 -2.837430 0.42 0.03 -0.47 0.28
H -3.922332 4.500962 -2.109659 -0.90 -0.01 -0.49 0.43
H -3.385817 3.126527 -1.402706 0.60 -0.61 -0.33 0.43
H -6.285372 4.161725 -3.488105 0.23 -0.01 0.32 0.44
H -8.044985 2.077239 -3.429923 0.14 0.16 -0.12 0.47
H -4.223547 0.593023 -2.330191 -0.13 -0.01 0.25 0.59
H -7.746745 -0.370337 -1.805057 -0.01 0.31 -0.22 0.32
H -6.280868 -1.125157 -2.446354 0.18 0.24 0.11 0.34
H -7.447848 -0.608007 -3.588058 -0.32 0.12 0.17 0.39
C 0.794424 -7.126240 -0.163665 -0.97 0.58 0.03 -1.09
C 1.898321 -6.382798 -0.895324 0.17 -0.60 1.24 -0.58
N 1.683490 -6.318059 -2.343218 1.31 -0.15 -2.60 0.32
C 0.915480 -5.354754 -3.007909 1.15 -2.24 -2.71 -0.66
C 1.035597 -5.704515 -4.387810 -0.54 -0.29 1.45 -0.59
N 1.823053 -6.874157 -4.558811 -0.70 2.99 3.87 0.17
C 2.286483 -7.128659 -3.300396 -1.31 0.23 0.65 -0.14
C 2.201248 -7.445098 -5.845513 0.21 -0.43 0.21 -0.73
H -0.097051 -6.499035 -0.165662 -0.19 -0.02 -0.12 0.33
H 1.045550 -7.212443 0.893497 0.21 -0.32 -0.11 0.35
H 0.486494 -8.080508 -0.591022 0.44 -0.07 0.06 0.35
H 2.842582 -6.832320 -0.588077 0.24 -0.32 -0.98 0.36
H 1.981932 -5.407084 -0.416688 -0.26 0.44 -0.76 0.32
H 0.398624 -4.586995 -2.451317 -0.12 0.01 -0.36 0.70
H 0.577107 -5.320276 -5.287001 -0.21 0.34 0.33 0.53
H 3.003460 -7.881522 -3.007923 -0.14 -0.13 -0.23 0.40
H 3.061054 -8.065293 -5.592131 0.11 0.07 -0.76 0.30
H 2.383768 -6.640589 -6.557930 0.44 -0.09 0.24 0.33
H 1.414866 -8.057525 -6.286695 -0.13 -0.06 0.44 0.32
C 2.776702 -3.355587 5.048087 0.62 0.87 0.67 -1.06
C 1.831066 -2.179625 5.229240 -0.90 -0.57 0.59 -0.48
N 0.545210 -2.722652 5.818304 -1.42 -1.04 2.60 0.19
C -0.706489 -2.825339 5.286396 -1.18 -1.55 -0.62 -0.58
C -1.515312 -3.685585 6.075626 1.59 1.52 -0.81 -0.32
N -0.777576 -3.994051 7.188265 3.21 2.86 -2.43 0.12
C 0.457898 -3.384550 7.025205 -0.67 -0.34 -0.53 -0.30
C -1.142390 -4.866602 8.244737 -0.85 -1.03 0.67 -0.77
H 2.935771 -3.921958 5.965700 -0.25 0.03 0.07 0.38
H 3.724514 -2.835800 4.908197 0.33 -0.60 -0.69 0.37
H 2.483617 -4.051400 4.261925 0.16 0.35 -0.12 0.32
H 1.681289 -1.651568 4.287525 -0.72 -0.37 -0.06 0.36
H 2.176190 -1.395603 5.903270 0.24 -0.38 0.28 0.32
H -0.852375 -2.430548 4.291782 -0.40 -0.07 0.06 0.64
H -2.481956 -4.147455 5.938951 0.03 0.38 -0.22 0.44
H 1.249775 -3.426235 7.758415 -0.06 -0.12 -0.07 0.41
H -2.188220 -5.122763 8.075239 0.01 0.00 0.26 0.28
H -1.050340 -4.376380 9.213918 0.17 -0.23 -0.07 0.34
H -0.580457 -5.795445 8.146831 0.11 0.12 0.41 0.36
C 6.487613 -2.632268 -0.171846 -0.78 0.62 1.40 -1.16
C 6.088007 -2.269964 -1.562266 -0.29 -0.63 -0.69 -0.32
N 6.908777 -1.160331 -2.033892 2.43 4.56 -1.84 0.27
C 7.683719 -1.135071 -3.236495 -0.74 -1.27 1.28 -0.29
C 8.298561 0.053010 -3.390059 -0.09 1.21 1.33 -0.44
N 7.922090 0.854142 -2.288536 -0.22 -2.02 -0.64 0.08
C 7.087538 0.159863 -1.520908 -0.64 -3.04 -0.73 -0.23
C 8.276242 2.241682 -2.037813 -0.68 0.65 0.92 -0.79
H 6.227167 -1.793588 0.473814 0.32 0.23 0.20 0.31
H 7.553602 -2.832540 -0.063858 -0.15 -0.17 -0.15 0.34
H 5.876530 -3.418656 0.271179 0.22 -0.37 -0.44 0.37
H 5.042962 -2.039458 -1.769254 -0.14 0.32 0.75 0.34
H 6.215735 -3.146753 -2.197109 0.69 0.28 -0.41 0.25
H 7.771653 -2.062199 -3.783400 0.04 0.26 -0.21 0.43
H 9.017458 0.503154 -4.058603 -0.14 -0.57 -0.29 0.46
H 6.552800 0.526224 -0.657065 0.26 0.03 0.00 0.38
H 8.493962 2.332677 -0.973665 -0.09 0.07 -0.02 0.32
H 7.360492 2.787902 -2.263974 0.38 0.51 -0.03 0.34
H 9.142430 2.670152 -2.542029 -0.18 -0.70 -0.49 0.32
C -0.701212 4.821763 -8.216718 -0.58 1.05 1.88 -1.03
C 0.165303 3.746605 -8.749940 -0.34 -1.87 -1.46 -0.62
N 0.402517 2.618371 -7.791662 3.78 -0.06 2.77 0.20
C -0.326258 1.484195 -7.540115 -0.86 1.11 -0.95 -0.49
C 0.246894 0.778074 -6.533484 0.12 0.20 0.86 -0.55
N 1.339624 1.494596 -6.067951 -0.66 2.09 -3.10 0.22
C 1.499232 2.576535 -6.927675 -2.57 -0.87 -0.07 -0.14
C 2.075905 1.249525 -4.848819 0.29 0.52 -0.01 -0.80
H -1.626911 4.498507 -7.740606 -0.09 -0.65 -0.31 0.32
H -1.028646 5.623113 -8.879084 0.56 -0.30 -0.46 0.38
H -0.186200 5.282491 -7.373755 0.21 0.40 -0.05 0.32
H 1.120810 4.076579 -9.157666 0.08 0.08 0.45 0.37
H -0.301718 3.231580 -9.589429 -0.14 0.15 -0.17 0.36
H -1.230761 1.482465 -8.130247 -0.16 -1.17 0.28 0.50
H 0.010814 -0.147867 -6.030193 -0.47 0.07 -0.26 0.61
H 2.289329 3.309872 -6.993629 0.04 -0.16 0.46 0.38
H 2.992997 1.823810 -4.980171 0.51 -0.83 0.17 0.30
H 2.123199 0.172069 -4.690888 0.58 0.22 -0.01 0.32
H 1.622661 1.710738 -3.971351 -0.57 -0.12 -0.19 0.33
C -8.377227 -0.334939 5.411947 -1.68 0.65 0.25 -1.11
C -7.023517 -0.768805 5.919513 -1.67 -1.60 0.44 -0.40
N -6.034889 0.134364 5.512139 4.13 4.95 -0.28 0.19
C -5.284815 0.211286 4.347586 -0.87 -0.62 -0.39 -0.58
C -4.409284 1.253554 4.414607 0.49 -0.30 0.03 -0.38
N -4.533245 1.857777 5.629892 -4.06 -2.78 0.65 0.20
C -5.646736 1.246719 6.245025 1.78 -1.37 -1.05 -0.29
C -3.858051 3.026965 6.085083 0.00 0.88 0.93 -0.84
H -8.457707 0.740621 5.254512 0.27 0.20 0.45 0.34
H -9.154229 -0.591917 6.131892 0.05 -0.02 0.08 0.35
H -8.767066 -0.705459 4.463867 0.72 -0.65 -0.08 0.35
H -6.862337 -1.803916 5.618412 0.66 0.19 -0.48 0.35
H -6.903695 -0.844115 7.000293 -0.66 0.30 0.12 0.37
H -5.604286 -0.426246 3.536480 0.62 -0.06 -0.08 0.50
H -3.630570 1.629958 3.767831 -0.27 -0.38 -0.34 0.54
H -6.075874 1.461025 7.212658 0.27 0.24 0.02 0.41
H -3.824810 2.966548 7.172899 -0.12 0.36 -0.03 0.32
H -4.444074 3.881073 5.745707 0.38 0.26 0.22 0.35
H -2.818467 3.087416 5.763053 -0.25 -0.24 -0.37 0.34
C 3.282556 7.951065 5.908057 1.44 0.31 0.80 -1.14
C 1.871933 7.390096 5.871583 1.22 1.76 -0.21 -0.40
N 1.837911 6.320730 4.915347 -0.25 -1.98 -0.64 0.16
C 2.077597 4.976219 5.228041 -0.28 -0.27 -0.68 -0.56
C 1.888304 4.234672 4.092622 -0.24 1.46 -0.63 -0.39
N 1.578249 5.148213 3.102989 -0.31 2.26 -0.92 0.12
C 1.562925 6.433149 3.614887 0.18 -2.93 0.10 -0.01
C 1.440267 4.870944 1.640957 1.46 -0.78 0.18 -0.84
H 3.760905 8.121668 4.943598 -0.46 -0.29 -0.35 0.36
H 3.976992 7.329556 6.473375 -0.08 -0.25 -0.01 0.33
H 3.372507 8.929798 6.379328 -0.56 -0.02 0.23 0.38
H 1.298130 8.218169 5.455489 -0.74 -0.35 0.42 0.29
H 1.548230 7.027424 6.847182 -0.25 0.23 -0.24 0.32
H 2.375551 4.596542 6.194205 -0.16 0.49 0.08 0.43
H 1.893228 3.197071 3.793018 0.26 0.00 0.58 0.57
H 1.365045 7.322112 3.034383 -0.02 -0.01 0.23 0.36
H 0.833379 3.986144 1.448808 -0.62 0.55 0.14 0.36
H 2.411736 4.555918 1.260040 0.35 -0.09 0.35 0.37
H 1.282408 5.747746 1.012936 -0.88 0.06 0.62 0.29
B 0.109507 -0.999131 0.015288 -1.71 1.36 -0.68 0.54
F -0.337754 -2.175183 0.418807 -0.77 -3.83 0.83 -0.37
F -0.296630 -0.110783 0.975075 -0.88 2.30 1.80 -0.43
F 1.418542 -0.907814 -0.090608 4.46 -0.20 -0.22 -0.36
F -0.429868 -0.672461 -1.208547 -0.90 0.54 -1.52 -0.37
B -3.649504 -2.717789 -5.614645 0.30 -1.87 -4.15 0.48
F -3.108068 -2.375843 -4.482809 2.29 1.84 3.85 -0.29
F -3.299027 -1.953867 -6.746322 1.42 1.28 -0.37 -0.42
F -3.264747 -4.031158 -5.927025 0.47 -1.02 0.09 -0.41
F -4.962191 -2.617561 -5.582951 -4.20 0.15 0.91 -0.34
```
Positions in Å, forces in eV/Å.

---

# C28H28Br2F6N8O5S2Ti

C28H28Br2F6N8O5S2Ti as an isolated structure at a distorted geometry (ωB97M-V with the def2-TZVPD basis set, the OMol25 dataset).

Orbital gap (spin up / spin down): 0.18242 / 0.23891 Eh
Multiplicity: 3
Lowest unoccupied orbital energy (spin up / spin down): -0.472 / -0.615 eV
⟨S²⟩: 2.037
HOMO (spin up / spin down): -5.44 / -7.12 eV
Energy: -9291.10887 hartree
Energy relative to the best compared isomer or geometry (same formula, charge and spin): 176.6 kJ/mol

XYZ file:
```
80
Properties=species:S:1:pos:R:3:forces:R:3:mulliken_charge:R:1
Ti -0.770486 -0.706110 -0.400974 -3.16 0.31 2.01 -0.44
C -3.953491 -1.460571 -0.643098 0.00 0.35 0.14 -0.89
C -3.903437 0.083593 -0.614764 0.00 -0.24 0.09 -0.84
N -2.695562 0.567400 0.068978 -0.09 0.28 -0.32 0.23
C -2.914973 0.937110 1.477009 0.00 -0.20 0.26 -0.59
C -3.169065 -0.299895 2.339652 0.03 0.17 -0.23 -0.93
N -2.203692 -1.334197 2.011979 -0.11 -0.05 0.26 0.26
C -2.699689 -2.691938 1.835363 0.03 0.12 -0.26 -1.22
C -2.486725 -3.166298 0.384139 0.00 -0.05 0.33 -0.31
N -2.604173 -2.040307 -0.561026 0.19 -0.44 -0.66 0.06
H -4.537878 -1.819501 0.202055 0.01 -0.06 -0.01 0.45
H -4.469691 -1.786782 -1.548601 -0.01 -0.07 0.04 0.44
H -3.900328 0.472169 -1.632038 0.02 0.03 0.01 0.45
H -4.806906 0.463580 -0.127870 -0.02 0.03 -0.06 0.50
H -2.382750 1.411460 -0.400233 -0.07 0.07 0.04 0.40
H -2.020367 1.446715 1.833861 0.02 0.03 -0.08 0.05
H -3.762920 1.625469 1.571498 0.04 0.05 -0.02 0.55
H -3.125191 0.002655 3.390284 -0.07 -0.03 0.01 0.53
H -4.180098 -0.670872 2.153885 0.00 -0.05 0.04 0.32
H -1.406129 -1.303034 2.630533 0.03 0.01 -0.04 0.22
H -2.185462 -3.391835 2.494963 -0.02 -0.01 0.02 0.47
H -3.760786 -2.735473 2.094497 0.01 -0.02 0.03 0.36
H -1.479389 -3.561398 0.279770 0.00 -0.02 -0.07 -0.05
H -3.199133 -3.964548 0.146892 0.03 0.01 -0.04 0.65
H -2.322649 -2.406394 -1.468753 -0.22 -0.18 0.00 0.12
Br 5.405420 5.057492 -0.987865 -0.02 -0.05 0.11 -0.20
C 4.716419 4.446488 0.675985 0.02 0.10 -0.09 0.12
C 4.186836 5.364020 1.568549 0.03 0.01 -0.10 -0.50
C 3.665306 4.914882 2.767907 -0.16 -0.23 0.14 -0.17
C 3.624201 3.550285 3.062414 -0.05 0.16 -1.02 0.02
C 4.195813 2.648102 2.158923 -0.07 -0.01 0.27 0.00
C 4.751206 3.094784 0.974318 -0.02 -0.02 -0.04 -0.61
N 3.123140 3.169888 4.315168 0.09 -0.57 0.70 -0.65
N 2.493661 2.110879 4.535561 -0.09 0.94 0.70 -0.40
C 1.860294 1.307157 3.597400 -0.22 -0.78 -1.06 -0.02
C 1.903156 -0.064419 3.886268 0.22 0.45 0.13 -0.42
C 1.412941 -1.021883 3.022468 -0.22 -0.29 -0.28 -0.83
C 0.803110 -0.624552 1.830372 0.30 0.38 0.38 0.07
O 0.270550 -1.448001 0.926710 1.33 -0.71 1.58 0.28
C 0.657502 0.742740 1.556684 0.14 -0.02 0.40 -0.86
N -0.025183 1.009430 0.383373 0.71 0.31 0.24 1.49
C -0.197175 2.326776 0.066483 -0.15 0.29 -0.05 -0.35
C 0.142780 3.345623 0.921215 0.06 -0.08 0.05 -1.77
C 0.776413 3.073719 2.138397 -0.04 0.27 -0.08 -0.96
C 1.131933 1.743770 2.440472 0.15 -0.23 0.25 1.10
H 4.185148 6.417706 1.325975 0.01 0.00 0.02 0.42
H 3.253776 5.612196 3.486605 0.03 0.01 0.01 0.46
H 4.214840 1.592474 2.396268 -0.03 -0.01 -0.03 0.39
H 5.192518 2.391578 0.281197 0.00 0.02 0.00 0.44
H 2.405458 -0.360685 4.798326 -0.03 0.00 0.03 0.43
H 1.507549 -2.075274 3.254108 -0.01 0.00 -0.02 0.46
H -0.636327 2.553239 -0.899496 -0.01 -0.02 0.01 0.50
H -0.059782 4.368695 0.632596 -0.04 -0.01 -0.01 0.46
H 0.973890 3.872451 2.832748 0.15 0.08 0.04 0.67
F 0.020808 -5.039335 -2.732551 -0.04 0.16 -0.04 -0.24
C -0.134960 -4.228762 -3.783376 -0.10 -0.10 -0.08 0.61
F -1.324504 -3.600916 -3.662033 0.27 0.04 0.15 -0.24
F -0.220082 -4.983542 -4.874761 0.15 0.06 -0.02 -0.26
S 1.308018 -3.002267 -3.954412 -0.56 -0.18 -0.12 0.91
O 0.660611 -1.737801 -4.145155 -0.14 0.26 -0.10 -0.51
O 2.079718 -3.542883 -5.017170 0.41 -0.21 0.16 -0.69
N 2.064121 -3.091641 -2.557286 -0.34 0.28 -0.08 -0.80
S 1.386517 -2.331799 -1.362047 1.20 -1.09 -0.38 1.54
O 1.872380 -1.008434 -1.093016 0.16 -0.08 -0.26 -0.72
O -0.077984 -2.436032 -1.416237 -0.07 -0.21 -0.05 -0.31
C 1.930347 -3.489209 0.032682 0.16 -0.36 -0.02 0.49
F 2.565472 -4.533128 -0.491119 0.08 0.08 0.05 -0.26
F 0.890034 -3.974519 0.707927 0.00 0.09 -0.11 -0.19
F 2.755185 -2.864227 0.856721 -0.10 0.10 -0.04 -0.19
Br -0.347559 1.534526 -6.648064 -0.01 0.00 0.03 -0.14
C -0.526527 0.995534 -4.862187 0.07 -0.08 0.27 -0.13
C -1.623562 0.252885 -4.455020 -0.09 0.14 -0.21 -1.21
C -1.698342 -0.144317 -3.142419 0.14 0.05 0.23 -0.13
N -0.784709 0.166210 -2.195937 0.36 0.95 -3.21 1.56
C 0.288836 0.863407 -2.633124 -0.15 0.00 0.25 -0.40
C 0.452864 1.292616 -3.929711 -0.11 0.11 -0.37 -1.05
H -2.396216 -0.031242 -5.154533 0.00 -0.03 0.02 0.49
H -2.530363 -0.764267 -2.838861 0.00 -0.01 0.03 0.42
H 1.055058 1.069192 -1.902874 -0.02 0.01 0.07 0.57
H 1.340419 1.839355 -4.212601 0.02 -0.01 0.06 0.54
```
Positions in Å, forces in eV/Å.